No. 1
15
Properties=species:S:1:pos:R:3:mulliken_charge:R:1 method="wB97M-V/def2-TZVPD" e_above_lowest_kcal_mol=78.0 spin_multiplicity=1 orbital_gap_ev=9.63 lumo_ev=0.643
C 1.954 0.134 0.058 -0.8968
C 0.878 0.603 -0.877 -0.1558
N -0.768 -0.100 -0.056 -0.1575
C -1.561 -1.356 0.140 -0.8403
C -1.115 1.025 0.552 0.0277
O -0.427 2.034 0.410 -0.6142
H 2.949 0.264 -0.396 0.3342
H 1.800 -0.919 0.280 0.2470
H 1.948 0.711 0.989 0.2754
H 0.691 0.032 -1.765 0.3019
H 1.020 1.674 -1.141 0.2860
H -0.968 -2.170 0.577 0.2784
H -2.005 -1.738 -0.789 0.2906
H -2.416 -1.211 0.836 0.2548
H -2.016 1.052 1.188 0.3689



No. 2
15
Properties=species:S:1:pos:R:3:mulliken_charge:R:1 method="wB97M-V/def2-TZVPD" e_above_lowest_kcal_mol=76.3 spin_multiplicity=1 orbital_gap_ev=8.83 lumo_ev=0.803
C -1.561 1.126 0.143 -0.7151
C -0.681 1.286 -1.078 -0.2731
N 0.152 0.271 -1.250 -0.1460
C 0.278 -0.990 -0.501 -0.5020
C 1.109 -0.878 0.807 -0.4233
O 1.283 0.433 1.291 -0.5304
H -1.031 0.779 1.041 0.2760
H -2.039 2.083 0.368 0.2747
H -2.372 0.408 -0.069 0.2884
H -0.731 -1.359 -0.297 0.2502
H 0.732 0.324 -2.080 0.2082
H 0.762 -1.711 -1.168 0.3892
H 2.083 -1.367 0.659 0.3076
H 0.586 -1.421 1.601 0.2730
H 1.430 1.018 0.534 0.3227



No. 3
15
Properties=species:S:1:pos:R:3:mulliken_charge:R:1 method="wB97M-V/def2-TZVPD" e_above_lowest_kcal_mol=1.5 spin_multiplicity=1 orbital_gap_ev=10.70 lumo_ev=0.931 smiles="CCCC(N)=O"
C 2.214 -0.058 -0.452 -1.1951
C 0.756 0.349 -0.604 -0.3655
C -0.132 -0.133 0.544 -0.4486
C -1.536 0.406 0.320 0.4147
O -1.734 1.559 -0.024 -0.6134
N -2.558 -0.480 0.480 -0.3723
H 2.804 0.274 -1.312 0.3417
H 2.317 -1.147 -0.374 0.3148
H 2.652 0.386 0.449 0.3138
H 0.657 1.437 -0.657 0.2918
H 0.349 -0.040 -1.546 0.3052
H -0.124 -1.228 0.624 0.2846
H 0.245 0.259 1.499 0.2907
H -3.490 -0.155 0.276 0.2393
H -2.420 -1.430 0.777 0.1984



No. 4
15
Properties=species:S:1:pos:R:3:mulliken_charge:R:1 method="wB97M-V/def2-TZVPD" e_above_lowest_kcal_mol=49.1 spin_multiplicity=1 orbital_gap_ev=10.75 lumo_ev=1.100 smiles="C=NCOCC"
C 1.222 -0.958 -1.823 -1.1017
C -0.010 -0.572 -1.019 -0.2490
O 0.091 -1.090 0.301 -0.3302
C -0.080 -0.176 1.337 -0.3084
N -1.359 0.521 1.305 -0.3848
C -1.309 1.756 1.565 -0.2229
H 2.107 -0.404 -1.496 0.2722
H 1.426 -2.026 -1.708 0.2844
H 1.063 -0.748 -2.887 0.3517
H -0.139 0.518 -1.002 0.2920
H -0.916 -0.994 -1.470 0.2819
H -0.076 -0.773 2.255 0.2479
H -0.367 2.305 1.733 0.2249
H 0.757 0.551 1.384 0.3697
H -2.232 2.332 1.647 0.2722



No. 5
15
Properties=species:S:1:pos:R:3:mulliken_charge:R:1 method="wB97M-V/def2-TZVPD" e_above_lowest_kcal_mol=12.3 spin_multiplicity=1 orbital_gap_ev=10.63 lumo_ev=0.929 smiles="CC(C)NC=O"
C 1.598 1.113 0.999 -0.0823
N 0.461 0.385 0.994 -0.1919
C -0.951 -1.453 0.165 -1.2343
C 0.037 -0.327 -0.197 0.6138
C -0.540 0.600 -1.268 -1.4636
O 2.325 1.261 0.041 -0.5507
H 1.799 1.615 1.956 0.3675
H -0.111 0.415 1.827 0.2373
H -1.053 -1.577 1.245 0.3732
H -1.907 -1.263 -0.302 0.3132
H -0.602 -2.416 -0.197 0.2764
H 0.930 -0.748 -0.663 0.2380
H 0.207 1.363 -1.490 0.4034
H -1.483 1.057 -0.969 0.3462
H -0.709 -0.026 -2.143 0.3537



No. 6
15
Properties=species:S:1:pos:R:3:mulliken_charge:R:1 method="wB97M-V/def2-TZVPD" e_above_lowest_kcal_mol=3.2 spin_multiplicity=1 orbital_gap_ev=10.66 lumo_ev=0.921 smiles="CCCC(N)=O"
C 2.056 -0.238 -0.506 -1.2102
C 0.683 0.417 -0.564 -0.3280
C -0.092 0.211 0.750 -0.5295
C -1.550 0.475 0.454 0.4224
O -2.016 1.592 0.352 -0.6089
N -2.265 -0.653 0.131 -0.3938
H 2.634 -0.052 -1.416 0.3497
H 1.935 -1.321 -0.398 0.3303
H 2.649 0.116 0.347 0.3120
H 0.762 1.492 -0.759 0.2648
H 0.074 -0.022 -1.361 0.3359
H 0.072 -0.817 1.098 0.3239
H 0.285 0.909 1.499 0.3014
H -3.239 -0.561 -0.121 0.2316
H -1.989 -1.548 0.493 0.1984



No. 7
15
Properties=species:S:1:pos:R:3:mulliken_charge:R:1 method="wB97M-V/def2-TZVPD" e_above_lowest_kcal_mol=84.0 spin_multiplicity=1 orbital_gap_ev=9.34 lumo_ev=0.702 smiles="C=NC(=C)C.O"
C 0.237 1.069 -1.553 -1.1031
C 1.026 0.107 -0.766 0.6751
C 1.807 -0.859 -1.227 -0.8626
C 1.215 0.087 1.706 -0.2453
N 1.133 0.572 0.552 -0.3531
H 0.680 1.253 -2.553 0.2951
H 0.003 2.070 -1.086 0.2904
H -0.608 0.641 -1.992 0.3104
H 2.516 -1.257 -0.480 0.2315
H 1.967 -1.156 -2.244 0.3208
H 1.086 0.748 2.640 0.2167
H 1.233 -1.035 1.939 0.2251
H -4.702 -0.286 1.874 0.3270
H -3.912 -1.339 1.243 0.3207
O -3.681 -0.616 1.946 -0.6487



No. 8
15
Properties=species:S:1:pos:R:3:mulliken_charge:R:1 method="wB97M-V/def2-TZVPD" e_above_lowest_kcal_mol=115.0 spin_multiplicity=1 orbital_gap_ev=9.86 lumo_ev=0.871
C -0.958 -0.729 -0.652 -0.5651
C 0.778 1.440 -0.154 -1.0354
C -1.836 -0.496 0.550 -0.9556
C 0.702 -0.024 -0.266 0.7658
O 2.824 -0.344 0.119 -0.6696
N 1.178 -1.129 -0.177 -0.3094
H 3.154 -0.913 0.830 0.2711
H -0.902 -1.769 -0.958 0.2943
H -1.192 -0.102 -1.511 0.3295
H 0.957 1.704 0.888 0.2593
H -0.136 1.911 -0.513 0.3256
H 1.643 1.775 -0.725 0.3709
H -2.870 -0.769 0.318 0.3190
H -1.508 -1.105 1.392 0.3019
H -1.835 0.550 0.859 0.2978